No. 1
The molecule C22H24N2O8S at a distorted geometry, computed with the ωB97M-V functional and the def2-TZVPD basis.

Cartesian coordinates (Å):
H: -3.527 -0.284 -2.531
C: 3.871 1.291 -1.280
C: -1.763 1.603 0.510
O: -5.104 -2.148 -1.284
H: -0.059 -0.958 1.982
H: 3.805 1.519 -2.349
C: -4.192 -2.590 -0.302
O: 3.071 2.746 0.466
H: 0.775 -2.402 -2.233
C: 2.907 -0.783 -1.867
C: 2.822 -2.266 -1.495
C: 0.354 2.284 -0.376
H: 1.907 4.648 0.287
H: 3.653 -1.492 4.049
H: -4.541 -2.293 0.699
H: -3.967 1.015 -1.387
C: -5.231 -0.742 -1.268
O: 3.529 -2.567 -0.325
O: 0.778 -1.798 -0.312
C: -2.805 -1.990 -0.537
C: 1.332 -2.608 -1.318
H: 1.394 4.615 -1.392
H: -4.170 -3.679 -0.376
O: -2.256 -0.594 1.857
C: 2.797 2.070 -0.495
H: 1.244 -3.670 -1.052
O: 2.267 -0.298 -2.771
H: -1.353 4.920 0.851
C: 3.066 -1.554 3.146
H: -5.944 -0.493 -2.055
H: 4.680 -2.338 1.954
C: -1.131 3.897 0.586
H: 0.570 5.684 -0.241
C: 1.739 -1.153 3.146
H: -0.376 0.258 -0.377
C: 2.903 -2.106 0.818
O: -4.171 0.808 1.207
C: -2.051 2.904 0.872
C: 0.983 -1.241 1.993
H: -2.398 -2.336 -1.492
H: -5.617 -0.407 -0.295
N: -2.881 -0.543 -0.585
H: 1.449 1.214 -1.753
H: -2.125 -2.254 0.272
C: 1.561 -1.724 0.826
N: 1.557 1.899 -1.011
C: 3.648 -2.028 1.986
C: -0.576 1.285 -0.113
H: 4.855 1.546 -0.884
H: 3.264 -2.860 -2.302
O: 3.722 -0.114 -1.075
C: -3.880 -0.064 -1.518
S: -2.880 0.261 0.889
H: -2.988 3.117 1.359
C: 0.079 3.615 -0.042
H: 1.284 -0.776 4.048
C: 1.038 4.712 -0.368

Output
Net charge = 0
Gap between HOMO and LUMO = 9.159 eV
SMILES string = Cc1ccc(S(=O)(=O)N2CCOCC2)cc1NC(=O)COC(=O)[C@@H]1COc2ccccc2O1
M = 476.5 g mol⁻¹

---

No. 2
A 2-piece molecular cluster, C5H11O3 overall at a distorted geometry, computed with the ωB97M-V functional and the def2-TZVPD basis.

Cartesian coordinates (Å):
H: 2.981 -0.142 0.521
C: 1.124 -0.174 -0.623
H: 2.472 -1.775 0.010
O: -0.268 0.141 2.410
C: -0.738 0.077 1.266
H: 0.491 -0.950 -1.069
C: 0.191 0.758 0.147
O: -1.830 -0.397 0.868
H: 0.808 1.453 0.734
H: 2.223 -0.020 -2.585
H: 1.626 -1.012 1.317
H: 1.228 1.303 -2.175
H: -2.434 -0.562 -0.995
O: -2.473 -0.250 -1.920
H: -2.024 0.615 -1.859
H: -0.452 1.385 -0.471
H: 2.696 1.169 -1.342
C: 2.131 -0.806 0.369
C: 1.878 0.539 -1.721

Output
Net charge = -1
Gap between HOMO and LUMO = 8.085 eV
M = 119.1 g mol⁻¹

---

No. 3
The molecule CH3FN2O at a distorted geometry, computed with the ωB97M-V functional and the def2-TZVPD basis.

Cartesian coordinates (Å):
F: 0.456 -0.622 -1.523
H: 0.582 -2.210 0.099
C: -0.164 -0.452 -0.261
N: 0.140 1.780 0.267
H: -1.080 -0.073 -0.645
O: -0.240 -1.654 0.294
N: 0.112 0.644 0.771
H: 0.195 2.587 0.998

Output
Net charge = 0
Gap between HOMO and LUMO = 9.738 eV
SMILES string = [H]/N=N/[C@H](O)F
M = 78.0 g mol⁻¹

---

No. 4
A 3-piece molecular cluster, CH10N5 overall at a distorted geometry, computed with the ωB97M-V functional and the def2-TZVPD basis.

Cartesian coordinates (Å):
N: 1.519 0.814 2.926
N: -1.259 0.516 0.096
H: 2.458 0.610 2.594
H: 1.689 1.396 3.716
H: 0.994 1.519 1.797
H: 0.647 2.870 0.552
N: -0.768 -1.519 -3.032
H: 0.998 0.048 3.278
C: -0.214 1.062 0.317
H: -2.528 -0.785 -0.296
H: -1.426 -1.044 -3.653
H: -1.306 -0.799 -1.587
H: -1.275 -2.368 -2.830
H: -0.072 -1.961 -3.641
N: 0.522 1.910 0.868
N: -1.626 -0.456 -0.671

Output
Net charge = +1
Gap between HOMO and LUMO = 9.610 eV
M = 92.1 g mol⁻¹

---

No. 5
A 2-piece molecular cluster, CH5PS overall at a distorted geometry, computed with the ωB97M-V functional and the def2-TZVPD basis.

Cartesian coordinates (Å):
P: 1.398 -0.231 0.008
H: 1.597 -1.148 1.031
S: -3.126 -0.574 1.112
H: 1.168 -1.092 -0.990
C: -2.667 -1.773 2.146
H: -2.714 -2.772 2.023
H: 2.782 -0.035 -0.548
H: -2.119 -1.463 3.099

Output
Net charge = 0
Gap between HOMO and LUMO = 8.395 eV
SMILES string = C=S.P
M = 80.1 g mol⁻¹

---

No. 6
A 2-piece molecular cluster, C8H7FO3 overall at a distorted geometry, computed with the ωB97M-V functional and the def2-TZVPD basis.

Cartesian coordinates (Å):
O: -2.578 -1.723 0.526
O: -1.565 -0.217 -2.217
C: -1.617 -1.656 2.824
C: 1.205 1.886 -2.197
H: -0.573 -1.914 3.230
C: 2.527 2.018 -1.670
C: 2.703 0.873 -0.939
C: -1.627 -1.214 1.343
F: 0.125 0.339 1.660
C: -0.807 -0.242 0.928
H: 0.639 2.526 -2.900
C: 0.697 0.666 -1.643
H: -2.184 -2.655 2.761
H: -2.387 -1.002 3.350
C: -0.607 0.157 -1.655
H: 3.589 0.648 -0.440
O: 1.605 0.058 -0.935
H: 3.069 2.909 -1.667
H: -2.214 -1.457 -0.356

Output
Net charge = 0
Gap between HOMO and LUMO (spin up / spin down) = 6.995 / 7.377 eV
M = 170.1 g mol⁻¹

---

No. 7
The molecule C4H7NOS2 at a distorted geometry, computed with the ωB97M-V functional and the def2-TZVPD basis.

Cartesian coordinates (Å):
C: -0.474 -0.376 0.223
H: -0.070 2.699 1.769
S: 1.119 -2.773 -0.628
H: -0.071 0.287 2.228
O: -0.007 0.673 -1.810
N: 0.615 -1.539 -1.693
H: 0.084 -3.641 -0.848
H: 1.178 0.556 1.013
S: -1.874 -1.135 0.463
C: 0.070 -0.371 -1.188
C: -0.389 2.028 0.953
C: 0.100 0.612 1.190
H: -1.473 2.061 0.869
H: 0.056 2.369 0.026
H: 1.137 -1.449 -2.567

Output
Net charge = 0
Gap between HOMO and LUMO = 8.301 eV
SMILES string = CCC(=S)C(=O)NS
M = 149.2 g mol⁻¹

---

No. 8
A 2-piece molecular cluster, C36H39BO4S2 overall at a distorted geometry, computed with the ωB97M-V functional and the def2-TZVPD basis.

Cartesian coordinates (Å):
C: 0.059 1.243 -2.764
C: -2.898 3.213 1.043
H: 0.015 -2.228 0.190
C: 1.618 -2.577 1.603
H: -1.437 5.322 1.466
H: 2.635 1.099 0.995
H: 1.342 -3.604 1.834
C: -1.224 1.971 2.609
H: -2.978 1.954 3.860
H: -2.967 3.985 0.267
C: -5.626 -0.069 0.236
C: 3.086 -0.475 -6.141
C: -6.137 0.730 -0.782
C: -1.473 3.173 1.602
O: -0.571 0.990 1.802
H: -6.872 2.698 -0.513
H: -0.087 -1.696 -5.438
C: 2.340 0.061 1.153
H: 6.496 -2.592 6.432
C: -7.265 1.686 -0.665
C: -2.449 1.283 3.172
H: 2.719 -1.504 -6.274
H: -6.026 -0.037 1.249
H: -3.197 2.262 0.583
H: -0.694 -3.399 -2.920
C: 1.215 -0.465 0.492
C: 5.667 -2.157 2.651
H: -0.594 2.045 -2.416
C: -2.334 -2.300 -1.927
H: 4.000 -0.275 2.480
C: 6.268 -2.458 5.374
H: -1.717 4.710 3.100
H: -3.121 0.954 2.372
C: -1.780 -1.964 -4.169
C: 0.598 1.286 -4.028
C: 0.880 -1.806 0.708
C: 2.743 -2.032 2.239
H: -4.093 -1.700 0.393
C: -4.555 -0.901 -0.182
C: -4.135 -0.612 -1.479
C: 1.706 -0.857 -3.633
C: -1.107 -2.107 -5.477
C: -0.286 2.305 3.762
O: -0.551 2.916 0.504
C: -1.152 4.538 2.176
O: 2.017 0.407 -5.714
H: 0.062 1.378 4.230
C: -3.194 -1.264 -2.276
H: -1.663 -1.579 -6.258
H: -0.082 4.646 2.377
B: -0.181 1.608 0.636
H: -3.607 3.482 1.843
H: 2.319 -1.695 -3.984
C: 0.436 0.509 -0.390
O: 3.363 -2.824 3.187
S: -3.071 -0.867 -3.966
H: 3.914 -0.480 -5.415
H: 1.171 1.381 -0.440
S: -5.259 0.513 -2.238
C: 6.947 -1.858 3.127
H: 5.424 -2.075 1.588
H: -0.806 2.907 4.512
H: 0.390 2.100 -4.727
C: 4.987 -2.760 4.916
C: 3.125 -0.710 1.998
H: 8.252 -1.778 4.844
H: 3.403 -0.061 -7.102
C: 0.409 0.213 -1.860
H: 7.702 -1.516 2.418
H: -2.124 0.385 3.712
H: -2.357 -2.730 -0.930
H: -7.881 1.694 -1.569
C: -1.490 -2.661 -3.000
H: 0.599 2.850 3.421
C: 1.135 -0.883 -2.370
H: -1.066 -3.173 -5.726
C: 1.472 0.258 -4.468
H: -7.868 1.417 0.207
C: 4.683 -2.552 3.566
C: 7.247 -2.002 4.484
H: 4.202 -3.137 5.572
H: 1.330 -1.754 -1.746

Output
Net charge = 0
Gap between HOMO and LUMO = 7.500 eV
SMILES string = COc1ccc([C@@H](B2OC(C)(C)C(C)(C)O2)c2ccc(Oc3ccccc3)cc2)cc1.Cc1ccc(-c2ccc(C)s2)s1
M = 610.6 g mol⁻¹